Record 1
C38H114N20O10P6 | ωB97M-V with the def2-TZVPD basis set

ΔE to the lowest compared entry with this formula, charge and spin = 257.6 kJ/mol
Molecular weight = 1197.30 Da
Structure (SMILES) = CN(C)P(=O)(N(C)C)N(C)C.CN(C)P(=O)(N(C)C)N(C)C.CN(C)P(=O)(N(C)C)N(C)C.CN(C)P(=O)(N(C)C)N(C)C.CN(C)P(=O)(N(C)C)N(C)C.CN(C)P(=O)(N(C)C)N(C)C.C[N+](=O)[O-].C[N+](=O)[O-]
Charge = 0
HOMO-LUMO gap = 8.02 eV
HOMO = -0.28621 Eh

Structure (XYZ):
```
188
Properties=species:S:1:pos:R:3:forces:R:3
C -11.290 8.100 -12.305 -0.162 1.892 -0.475
N -10.714 8.462 -11.019 0.963 -0.411 1.335
C -10.398 7.287 -10.194 -0.645 -0.728 -0.415
P -9.668 9.784 -10.933 -1.086 -0.090 0.500
O -8.710 9.821 -12.050 0.298 0.549 0.054
N -10.725 11.116 -10.813 0.509 -0.461 -1.170
C -10.404 12.174 -11.753 0.454 0.049 -0.994
C -12.143 10.946 -10.529 0.406 -0.231 1.551
N -8.925 9.724 -9.436 -0.225 -0.704 -0.539
C -7.525 10.051 -9.270 0.620 -0.381 -0.597
C -9.651 9.584 -8.195 0.208 0.281 0.496
H -11.950 8.908 -12.652 -0.127 -0.047 0.234
H -11.928 7.227 -12.217 0.365 -0.289 -0.106
H -10.523 8.113 -13.086 0.016 -0.923 0.020
H -9.536 7.372 -9.540 -0.189 0.470 0.128
H -10.178 6.395 -10.793 0.047 0.237 -0.341
H -11.311 7.022 -9.652 0.237 -0.032 0.430
H -9.332 12.230 -11.951 0.096 -0.006 0.631
H -10.749 11.967 -12.778 -0.579 0.076 0.170
H -10.757 13.156 -11.443 -0.161 -0.135 0.172
H -12.569 11.934 -10.356 -0.228 -0.043 -0.449
H -12.746 10.304 -11.172 0.137 0.384 -0.491
H -12.182 10.461 -9.547 -0.312 -0.039 -0.038
H -7.118 10.561 -10.145 -0.371 0.432 0.128
H -7.411 10.634 -8.356 0.148 0.199 -0.120
H -6.846 9.187 -9.221 -0.370 -0.272 0.428
H -10.725 9.444 -8.295 0.018 0.170 -0.386
H -9.457 10.484 -7.599 -0.310 -0.023 0.137
H -9.310 8.733 -7.592 0.188 -0.049 -0.169
C -12.441 21.127 -6.731 0.389 -0.908 -0.174
N -12.265 19.661 -6.605 0.457 1.376 0.112
C -12.756 19.029 -5.394 -0.202 -0.892 -0.588
P -11.306 18.909 -7.742 -0.679 -0.584 0.008
O -11.113 19.768 -8.937 -0.352 -0.524 0.450
N -9.927 18.446 -6.943 1.152 0.080 1.552
C -9.428 19.181 -5.761 -1.393 0.585 -0.476
C -8.957 17.504 -7.437 -0.371 -0.996 -1.435
N -12.093 17.456 -8.011 0.964 0.078 -0.067
C -12.843 17.225 -9.226 -0.118 0.570 -0.492
C -12.076 16.296 -7.119 -1.007 0.851 0.200
H -12.965 21.356 -7.657 -0.123 0.169 0.120
H -11.458 21.599 -6.780 -0.145 0.320 0.122
H -12.995 21.458 -5.857 -0.023 0.260 -0.089
H -13.706 18.520 -5.589 -0.052 -0.013 0.072
H -12.940 19.712 -4.567 0.316 0.272 -0.132
H -12.056 18.256 -5.069 -0.026 0.047 0.200
H -9.658 20.241 -5.900 0.243 0.055 0.166
H -9.971 18.873 -4.864 0.319 -0.120 0.166
H -8.357 19.077 -5.628 0.036 -0.195 -0.118
H -8.796 16.593 -6.845 -0.346 0.258 0.464
H -9.338 17.129 -8.395 0.269 0.018 -0.025
H -7.956 17.906 -7.615 -0.191 0.433 -0.005
H -12.207 16.785 -10.003 -0.246 -0.283 0.016
H -13.710 16.601 -9.008 0.128 -0.137 0.014
H -13.255 18.143 -9.654 0.169 0.071 0.139
H -12.995 16.319 -6.515 -0.085 -0.244 -0.098
H -11.288 16.334 -6.370 0.423 -0.224 -0.466
H -12.130 15.402 -7.739 0.548 -0.245 0.263
C -16.940 19.650 -14.618 0.023 -0.148 -0.325
N -16.254 20.541 -13.681 0.193 0.104 0.127
C -17.194 21.058 -12.682 -0.325 -0.243 0.261
P -14.814 19.916 -13.067 0.917 1.329 -1.051
O -14.923 18.752 -12.159 0.241 0.205 -0.332
N -13.933 19.652 -14.481 0.132 -1.505 0.448
C -13.652 20.644 -15.514 -0.717 -0.884 -0.255
C -13.147 18.433 -14.591 -0.061 -1.081 -0.322
N -14.068 21.250 -12.365 -1.371 -0.277 0.381
C -14.216 22.617 -12.835 0.504 0.187 -0.254
C -12.895 20.969 -11.535 -0.156 0.498 -0.740
H -17.688 20.196 -15.195 -0.176 0.129 0.298
H -17.406 18.808 -14.095 -0.141 -0.029 -0.067
H -16.282 19.234 -15.381 0.379 0.050 0.301
H -18.181 21.038 -13.143 -0.078 0.100 0.157
H -17.016 22.075 -12.332 0.349 0.028 -0.318
H -17.222 20.435 -11.780 -0.082 -0.123 -0.084
H -13.128 20.190 -16.360 0.419 -0.315 0.450
H -14.603 20.864 -16.008 0.038 1.086 0.374
H -13.042 21.460 -15.138 -0.333 0.408 -0.220
H -13.428 17.667 -13.865 0.113 0.510 0.533
H -13.331 17.861 -15.509 -0.173 0.563 -0.381
H -12.071 18.605 -14.582 0.027 0.053 0.238
H -14.011 23.337 -12.039 -0.062 -0.207 0.251
H -13.486 22.845 -13.619 -0.053 0.123 -0.108
H -15.203 22.858 -13.222 -0.030 -0.346 -0.058
H -13.174 20.347 -10.691 0.335 0.050 0.097
H -12.515 21.950 -11.250 0.073 -0.206 0.551
H -12.092 20.516 -12.130 -0.026 -0.276 0.197
C -20.493 12.347 -12.991 1.235 -0.744 -0.326
N -20.416 13.778 -12.732 -0.461 -0.480 0.392
C -20.647 14.566 -13.947 0.135 0.156 0.974
P -19.224 14.264 -11.635 -0.634 -0.178 -0.573
O -17.827 13.925 -12.005 -0.499 0.182 0.254
N -19.479 15.910 -11.523 0.874 -0.555 -0.582
C -18.521 16.754 -12.257 -0.228 0.906 1.128
C -20.689 16.580 -11.028 0.937 -1.102 -0.143
N -19.680 13.468 -10.207 -0.579 1.883 0.025
C -18.758 13.806 -9.110 0.882 -0.147 -0.027
C -21.111 13.599 -9.795 0.989 -0.821 -0.133
H -20.483 11.741 -12.084 -0.156 0.263 0.155
H -19.587 12.046 -13.542 -0.059 -0.129 -0.017
H -21.318 12.005 -13.617 -0.354 0.580 0.160
H -19.885 14.377 -14.708 -0.103 0.073 -0.131
H -20.625 15.605 -13.620 0.019 0.123 -0.486
H -21.645 14.340 -14.322 0.050 -0.038 -0.141
H -19.020 17.369 -13.014 -0.063 -0.372 -0.306
H -18.105 17.490 -11.558 0.195 -0.041 -0.025
H -17.693 16.183 -12.657 -0.120 -0.114 -0.158
H -20.784 17.483 -11.626 -0.390 0.204 0.348
H -21.539 15.911 -11.157 -0.205 0.268 -0.218
H -20.565 16.742 -9.956 -0.232 0.607 -0.052
H -18.233 12.906 -8.787 -0.158 0.037 0.283
H -17.956 14.486 -9.413 -0.108 -0.039 -0.293
H -19.223 14.311 -8.263 -0.378 -0.240 -0.054
H -21.499 14.581 -9.518 0.437 0.254 -0.211
H -21.174 13.007 -8.883 -0.506 -0.379 -0.254
H -21.653 13.214 -10.653 -0.602 -0.157 0.440
C -9.531 17.685 -12.249 -0.007 -1.110 -0.335
N -9.535 17.997 -13.670 0.041 1.102 -0.213
C -9.569 19.442 -13.927 0.081 -0.748 -0.773
P -9.298 16.910 -14.928 0.781 -0.825 0.955
O -9.991 17.202 -16.196 -0.150 0.427 0.240
N -7.638 16.739 -15.114 -0.861 0.291 1.176
C -6.702 17.415 -14.240 1.335 0.490 -0.900
C -7.074 15.778 -16.071 -0.140 0.533 1.077
N -9.778 15.464 -14.268 0.218 0.575 0.365
C -11.210 15.162 -14.239 0.572 -0.089 -0.662
C -9.010 14.604 -13.407 0.061 -0.622 0.627
H -10.218 18.312 -11.679 -0.118 0.078 -0.192
H -8.545 17.748 -11.771 0.114 0.262 -0.167
H -9.833 16.642 -12.165 -0.194 0.114 0.350
H -10.594 19.807 -13.837 0.066 0.239 0.181
H -9.251 19.591 -14.961 -0.034 0.295 0.064
H -8.903 19.987 -13.256 0.001 0.012 0.038
H -6.052 16.794 -13.607 -0.401 -0.474 -0.079
H -6.009 17.917 -14.933 0.179 0.212 0.399
H -7.095 18.190 -13.589 -0.536 -0.122 -0.203
H -7.283 16.139 -17.074 0.042 -0.531 -0.207
H -6.003 15.728 -15.871 0.073 0.138 -0.320
H -7.449 14.785 -15.818 -0.221 -0.085 -0.632
H -11.627 15.033 -13.243 0.192 0.254 0.107
H -11.702 15.969 -14.778 -0.349 -0.216 0.047
H -11.336 14.213 -14.773 -0.378 0.043 -0.041
H -9.113 14.732 -12.316 -0.853 0.290 -0.100
H -7.918 14.639 -13.424 -0.046 0.100 -1.173
H -9.411 13.616 -13.640 0.678 -0.317 0.191
C -14.977 17.442 -17.941 -2.020 0.534 0.580
N -15.312 16.140 -17.347 0.945 0.240 0.616
C -14.126 15.402 -16.825 -1.073 -0.521 -0.726
P -16.595 15.190 -17.818 -0.353 0.739 0.585
O -16.351 14.280 -18.954 -0.373 -0.311 0.348
N -17.063 14.430 -16.388 -0.626 -0.129 -0.295
C -16.950 14.959 -15.032 1.621 -0.569 -0.479
C -17.375 13.012 -16.451 0.382 -0.157 -1.587
N -17.808 16.274 -18.180 -0.001 0.777 0.297
C -18.035 17.518 -17.448 0.203 -0.795 0.054
C -18.729 16.023 -19.260 0.121 -1.569 -1.230
H -15.480 18.214 -17.340 0.154 0.110 0.059
H -15.473 17.557 -18.906 0.643 -0.091 -0.365
H -13.937 17.748 -17.902 0.242 -0.706 -0.424
H -13.898 14.623 -17.558 0.507 0.051 0.110
H -14.346 14.895 -15.885 0.095 0.299 0.135
H -13.311 16.107 -16.731 0.212 -0.164 0.160
H -16.075 14.424 -14.639 -0.078 0.397 0.671
H -16.715 16.022 -15.035 -0.093 -0.008 0.009
H -17.760 14.724 -14.347 -0.374 -0.012 -0.407
H -18.195 12.680 -15.816 0.208 0.257 0.430
H -17.697 12.808 -17.478 -0.058 -0.090 0.116
H -16.467 12.403 -16.358 -0.194 -0.151 0.611
H -17.383 17.579 -16.577 0.320 0.079 -0.295
H -17.839 18.319 -18.163 -0.306 0.518 0.492
H -19.031 17.544 -16.994 -0.229 0.174 -0.479
H -19.650 16.601 -19.268 0.235 0.403 0.454
H -19.046 14.972 -19.279 -0.091 0.054 0.393
H -18.266 16.081 -20.254 0.088 0.570 0.096
C -15.169 14.927 -11.029 0.711 1.081 1.911
N -14.068 14.853 -12.010 -0.910 -0.495 -0.233
O -14.265 15.314 -13.113 0.432 -0.056 -0.014
O -13.047 14.309 -11.623 -0.087 0.171 -0.292
H -15.556 13.969 -10.703 0.036 -0.204 -0.710
H -15.915 15.683 -11.233 -0.055 -0.301 -0.810
H -14.614 15.326 -10.176 -0.226 -0.178 0.186
C -17.492 10.210 -10.037 0.310 0.217 -0.345
N -16.065 10.610 -10.302 -1.262 0.171 0.963
O -15.851 11.779 -10.057 0.704 0.113 -0.222
O -15.283 9.786 -10.690 0.429 -0.204 -0.307
H -17.808 10.791 -9.179 -0.063 -0.087 0.031
H -17.568 9.141 -9.878 0.079 -0.014 -0.162
H -18.016 10.565 -10.923 -0.229 -0.189 0.052
```
Positions in Å, forces in eV/Å.

Here are the Löwdin charges for atoms 1 to 2, given in e: C -0.109; N -0.298

---

Record 2
C21H46BGaNO30S7 | ωB97M-V with the def2-TZVPD basis set

ΔE to the lowest compared entry with this formula, charge and spin = 0.0 kJ/mol
Molecular weight = 1097.58 Da
Charge = -1
HOMO-LUMO gap = 5.26 eV
HOMO = -0.14199 Eh

Structure (XYZ):
```
107
Properties=species:S:1:pos:R:3:forces:R:3
C 6.909 2.207 0.117 -0.922 0.154 -0.502
C 5.941 3.339 -0.334 1.004 -0.884 -0.116
C 4.878 2.742 -1.256 -0.409 0.840 0.744
C 3.787 3.738 -1.676 0.207 -0.608 -0.387
O 2.655 3.026 -2.068 -0.022 0.405 0.157
Ga 1.032 3.968 -1.894 -0.728 0.123 0.092
C -0.461 2.511 -2.112 0.421 -0.841 0.026
C -0.445 1.583 -0.990 -0.044 -0.038 0.065
N 0.280 0.519 -0.919 -0.343 -0.006 0.082
B 0.800 4.878 0.019 0.118 0.189 0.310
C -0.003 4.247 1.237 0.307 0.434 -0.511
O 1.385 6.148 0.255 0.433 -0.318 -0.336
H 6.943 1.484 -0.702 0.378 -0.053 0.058
H 7.912 2.563 0.346 -0.016 -0.099 0.236
H 6.434 1.699 0.958 0.393 -0.064 0.182
H 5.518 3.757 0.581 -0.187 0.364 -0.248
H 6.550 4.081 -0.858 -0.291 0.283 0.065
H 5.359 2.304 -2.133 -0.106 -0.187 0.022
H 4.340 1.982 -0.682 0.116 -0.279 -0.255
H 4.168 4.351 -2.513 0.021 0.178 0.132
H 3.611 4.421 -0.824 -0.105 0.018 -0.033
H 0.777 5.044 -3.043 0.347 -0.083 -0.168
H -1.443 2.966 -2.242 0.089 0.178 -0.066
H -0.141 1.933 -2.985 -0.117 0.292 -0.221
H -1.103 1.827 -0.141 0.034 0.155 -0.001
H 0.095 0.075 -0.019 0.228 0.009 0.043
H 0.545 3.371 1.602 -0.144 -0.061 0.075
H -0.197 4.958 2.047 0.108 -0.097 0.123
H -0.964 3.893 0.860 0.007 -0.168 0.132
H 2.074 6.086 0.927 -0.337 0.224 0.335
C -2.801 -1.074 -1.170 0.095 0.109 -0.393
C -3.909 -0.140 -0.743 0.154 0.068 0.425
O -5.114 -0.900 -0.957 0.091 -0.098 -0.224
S -4.826 -2.451 -0.694 0.239 0.273 -0.089
O -5.234 -2.783 0.625 -0.032 -0.159 -0.038
O -5.285 -3.186 -1.816 0.436 0.583 -0.184
O -3.231 -2.374 -0.718 -0.208 0.133 0.230
H -2.700 -1.106 -2.256 0.025 0.034 0.007
H -1.845 -0.816 -0.729 0.030 -0.186 0.038
H -3.932 0.777 -1.324 -0.180 -0.080 -0.116
H -3.841 0.104 0.319 0.023 0.014 -0.011
C 0.668 3.349 5.816 0.036 -0.110 0.354
C 0.932 2.003 5.175 0.255 0.141 -0.374
O -0.379 1.469 4.934 -0.121 0.094 0.364
S -1.394 2.659 4.597 0.321 -0.040 -0.057
O -1.513 2.778 3.191 -0.453 -0.083 0.188
O -2.527 2.531 5.444 -0.064 -0.052 -0.093
O -0.475 3.862 5.120 0.068 -0.109 -0.121
H 0.410 3.245 6.872 0.022 -0.019 -0.004
H 1.505 4.033 5.711 -0.111 0.106 -0.156
H 1.499 1.335 5.813 -0.140 -0.154 0.038
H 1.443 2.108 4.217 0.040 0.030 0.013
C -9.745 -6.702 -1.288 -0.292 0.130 -0.299
C -8.679 -7.253 -2.208 0.189 -0.379 0.291
O -8.043 -6.095 -2.759 -0.344 0.148 -0.091
S -8.047 -4.907 -1.673 0.023 -0.108 0.074
O -6.798 -4.875 -1.016 -0.650 -0.578 0.352
O -8.604 -3.757 -2.287 0.043 0.002 -0.046
O -9.141 -5.555 -0.683 0.231 -0.131 -0.054
H -10.623 -6.372 -1.849 -0.002 -0.038 -0.009
H -10.050 -7.415 -0.527 0.115 0.124 0.157
H -9.086 -7.874 -3.001 0.082 0.118 -0.133
H -7.932 -7.823 -1.651 -0.028 -0.035 -0.004
C -0.527 7.831 -7.124 0.026 0.285 0.257
C 0.868 7.242 -7.128 0.031 -0.162 -0.391
O 0.856 6.293 -6.065 -0.169 0.208 0.141
S -0.601 5.637 -5.927 0.228 0.010 0.090
O -0.620 4.403 -6.627 -0.161 0.007 -0.011
O -1.021 5.753 -4.586 -0.321 0.003 -0.152
O -1.382 6.726 -6.833 0.172 -0.128 -0.201
H -0.643 8.576 -6.333 0.050 0.017 -0.014
H -0.798 8.271 -8.081 -0.133 -0.151 -0.029
H 1.640 7.987 -6.954 0.036 -0.088 0.205
H 1.074 6.713 -8.062 -0.012 0.062 -0.032
C -8.163 -7.512 -6.607 0.053 0.319 0.329
C -6.765 -8.091 -6.606 0.047 -0.037 -0.436
O -6.832 -9.163 -5.652 -0.165 0.158 0.204
S -8.284 -9.824 -5.681 0.196 0.285 -0.175
O -8.253 -10.986 -6.492 -0.198 -0.077 0.098
O -8.782 -9.856 -4.352 -0.008 -0.215 0.072
O -9.025 -8.658 -6.484 0.189 -0.125 -0.179
H -8.328 -6.863 -5.745 0.034 0.010 -0.007
H -8.392 -6.968 -7.519 -0.149 -0.174 -0.062
H -6.011 -7.370 -6.307 0.018 -0.117 0.230
H -6.503 -8.514 -7.578 -0.014 0.030 -0.009
C 5.780 -1.500 4.486 -0.370 -0.226 0.105
C 5.183 -1.246 3.117 0.429 -0.040 -0.246
O 4.445 -0.026 3.278 -0.162 -0.083 0.299
S 5.177 0.914 4.334 -0.002 -0.213 -0.180
O 5.977 1.862 3.649 0.041 0.184 0.192
O 4.225 1.318 5.308 -0.038 0.145 -0.040
O 6.144 -0.192 4.963 0.062 0.021 -0.214
H 5.048 -1.922 5.175 0.001 -0.001 -0.008
H 6.656 -2.142 4.449 0.143 0.196 0.044
H 4.523 -2.043 2.790 -0.203 0.158 0.030
H 5.955 -1.080 2.363 0.003 -0.027 0.006
C 8.885 -1.470 8.913 0.370 -0.135 -0.104
C 8.626 -0.729 7.617 -0.225 0.415 0.182
O 7.928 -1.681 6.806 0.264 -0.315 0.085
S 7.018 -2.618 7.727 0.176 0.236 0.130
O 5.692 -2.115 7.730 -0.096 -0.218 0.033
O 7.306 -3.968 7.407 -0.149 -0.015 -0.119
O 7.696 -2.244 9.127 -0.111 0.192 -0.102
H 9.730 -2.156 8.821 0.007 0.020 -0.013
H 9.050 -0.801 9.753 -0.208 -0.059 0.084
H 9.539 -0.411 7.122 -0.040 -0.169 -0.176
H 7.975 0.134 7.769 0.022 0.007 0.015
```
Positions in Å, forces in eV/Å.

Here are the Löwdin charges for atoms 1 to 2, given in e: C -0.120; C -0.265

---

Record 3
C7H14 | ωB97M-V with the def2-TZVPD basis set

ΔE to the lowest compared entry with this formula, charge and spin = 592.8 kJ/mol
Molecular weight = 98.19 Da
Charge = 0
HOMO-LUMO gap = 7.79 eV
HOMO = -0.26075 Eh

Structure (XYZ):
```
21
Properties=species:S:1:pos:R:3:forces:R:3
C -0.536 1.681 0.522 0.007 0.060 0.012
C -0.472 0.190 0.173 0.017 0.033 -0.030
C -1.144 -0.054 -1.184 -0.055 -0.037 -0.069
C -1.169 -0.634 1.261 -0.004 -0.053 0.012
C 0.984 -0.214 0.022 -0.144 -0.030 0.418
C 2.060 0.096 -0.887 0.159 0.186 -0.235
C 1.660 -1.322 -0.713 -0.068 -0.236 -0.002
H -0.014 1.888 1.467 -0.077 -0.048 -0.147
H -0.075 2.288 -0.264 -0.058 -0.096 0.104
H -1.578 2.001 0.642 0.151 -0.044 -0.021
H -2.163 0.344 -1.161 0.093 -0.042 -0.005
H -0.596 0.446 -1.990 -0.084 -0.063 0.133
H -1.202 -1.122 -1.417 -0.003 0.168 0.055
H -0.710 -0.461 2.244 -0.069 -0.007 -0.153
H -2.226 -0.355 1.335 0.167 -0.042 -0.009
H -1.109 -1.706 1.044 -0.007 0.150 0.005
H 1.335 -0.246 1.402 -0.144 -0.165 -0.087
H 1.869 0.747 -1.734 0.002 -0.174 0.096
H 1.811 0.286 0.827 0.124 0.167 -0.035
H 2.317 -2.036 -0.199 -0.142 0.225 -0.104
H 0.957 -1.816 -1.391 0.136 0.047 0.063
```
Positions in Å, forces in eV/Å.

Here are the natural (NBO) charges for atoms 1 to 2, given in e: C -0.603; C -0.092

---

HOMO of number 2 (C21H46BGaNO30S7)?
-0.14199 Eh

---

The lowest molecular weight belongs to which entry?
C7H14

---

What is the molecular weight in the third record?
98.19 Da